Entry 1:
107
Properties=species:S:1:pos:R:3:mulliken_charge:R:1 method="wB97M-V/def2-TZVPD" spin_multiplicity=1 homo_lumo_gap_ev="4.244 / 4.267" total_charge=-2
Li -0.238 -0.496 -0.241 1.063
Cl 4.698 -6.675 4.428 -0.267
C 3.966 -5.489 3.389 0.453
C 3.029 -4.614 3.912 -0.992
C 2.450 -3.678 3.078 0.082
C 2.777 -3.617 1.723 -0.318
C 3.733 -4.504 1.230 -0.042
C 4.331 -5.437 2.056 -0.955
C 2.090 -2.637 0.873 1.443
C 2.297 -1.280 1.186 -1.036
C 3.403 -0.792 1.932 -2.341
C 3.394 0.574 1.778 -1.123
C 2.267 0.870 0.976 0.053
C 1.727 2.246 0.690 1.988
C 2.831 3.276 0.606 -0.156
C 3.979 2.946 -0.112 -0.424
C 5.019 3.841 -0.262 -1.257
C 4.905 5.100 0.299 0.255
Cl 6.226 6.222 0.141 -0.268
C 3.761 5.479 0.976 -0.991
C 2.728 4.566 1.121 0.544
C -0.686 2.262 1.388 -1.033
N -1.161 1.407 0.469 2.186
C -2.509 1.587 0.432 -1.675
C -3.394 0.856 -0.400 1.435
C -4.825 1.137 -0.273 0.176
C -5.709 0.084 -0.007 -0.034
C -7.057 0.309 0.185 -1.012
C -7.542 1.603 0.097 0.412
Cl -9.242 1.905 0.339 -0.271
C -6.701 2.664 -0.191 -1.088
C -5.354 2.426 -0.375 -0.113
C -3.038 -0.131 -1.325 -0.086
C -3.856 -0.429 -2.476 -1.499
C -3.165 -1.331 -3.213 -1.625
C -1.982 -1.659 -2.452 0.141
N -1.909 -0.872 -1.359 0.281
C -1.114 -2.728 -2.741 1.269
C -0.060 -3.097 -1.861 -0.269
C 0.419 -4.453 -1.726 -1.377
C 1.246 -4.462 -0.650 -1.715
C 1.314 -3.102 -0.183 0.244
N 0.498 -2.317 -0.937 0.312
C -1.316 -3.613 -3.875 -0.059
C -0.188 -4.036 -4.604 -0.150
C -0.281 -4.941 -5.637 -0.878
C -1.528 -5.440 -5.983 0.455
Cl -1.657 -6.596 -7.283 -0.277
C -2.668 -5.041 -5.305 -0.880
C -2.556 -4.144 -4.261 -0.558
C -2.895 2.597 1.362 -1.317
C -1.735 3.022 1.960 -2.047
N 1.618 -0.238 0.632 1.213
H 2.755 -4.671 4.955 0.399
H 1.717 -2.989 3.468 0.471
H 4.021 -4.445 0.190 0.566
H 5.077 -6.119 1.673 0.379
H 4.129 -1.391 2.456 0.468
H 4.115 1.269 2.165 0.668
H 4.056 1.962 -0.548 0.468
H 5.917 3.561 -0.796 0.439
H 3.693 6.466 1.410 0.423
H 1.844 4.852 1.672 0.442
H -5.321 -0.921 0.073 0.486
H -7.725 -0.507 0.416 0.387
H -7.102 3.665 -0.272 0.386
H -4.693 3.244 -0.619 0.570
H -4.789 0.052 -2.716 0.550
H -3.421 -1.715 -4.182 0.757
H 0.119 -5.293 -2.328 0.509
H 1.765 -5.305 -0.226 0.522
H 0.778 -3.635 -4.336 0.472
H 0.600 -5.260 -6.177 0.386
H -3.629 -5.449 -5.585 0.385
H -3.441 -3.887 -3.700 0.604
H -3.891 2.944 1.574 0.643
H -1.618 3.806 2.689 0.591
C 4.077 2.148 5.952 -0.508
C 4.306 2.760 4.732 -0.850
C 3.291 2.905 3.809 0.376
C 2.000 2.430 4.060 0.534
C 1.778 1.869 5.332 -0.978
C 2.792 1.719 6.251 -0.576
C 0.878 2.435 3.154 -1.298
C 0.698 2.391 1.802 1.311
C 1.071 2.418 -0.681 -0.589
C 1.188 1.481 -1.695 0.491
C 0.614 1.706 -2.935 -0.673
C -0.068 2.881 -3.192 -0.677
C -0.163 3.839 -2.196 -1.091
C 0.407 3.612 -0.958 0.197
H 4.883 2.023 6.664 0.366
H 5.294 3.128 4.490 0.400
H 3.500 3.412 2.886 0.601
H 0.781 1.526 5.580 0.322
H 2.591 1.253 7.209 0.372
H -0.052 2.307 3.706 0.387
H 1.697 0.550 -1.508 0.453
H 0.698 0.950 -3.702 0.430
H -0.522 3.053 -4.159 0.369
H -0.679 4.772 -2.392 0.391
H 0.315 4.370 -0.191 0.360
Cl -3.579 -1.677 3.344 -0.259
C -2.292 -0.731 2.593 0.895
Cl -1.036 -1.751 1.915 0.015
H -1.863 -0.088 3.360 0.092
H -2.732 -0.145 1.786 -0.710

=====

Entry 2:
119
Properties=species:S:1:pos:R:3:mulliken_charge:R:1 method="wB97M-V/def2-TZVPD" spin_multiplicity=1 homo_lumo_gap_ev="4.907 / 4.873" total_charge=-2
Ba 0.196 0.129 1.045 3.675
C -3.227 5.629 -1.417 -0.741
C -3.313 5.959 -0.064 -0.793
C -2.981 5.036 0.916 0.073
C -2.557 3.784 0.509 -0.053
C -2.148 2.585 1.251 -0.821
N -1.732 1.637 0.388 -0.301
C -1.950 2.065 -0.874 -0.244
N -1.917 1.345 -1.981 -0.046
C -1.631 0.044 -2.018 -0.999
C -1.921 -0.761 -3.212 0.155
C -2.479 -0.469 -4.446 0.248
C -2.696 -1.515 -5.332 -0.858
C -2.378 -2.829 -4.986 -0.853
C -1.835 -3.128 -3.744 0.247
C -1.614 -2.082 -2.862 -0.398
C -1.186 -2.027 -1.462 -0.359
N -1.023 -3.139 -0.766 -0.194
C -0.952 -3.195 0.558 -0.061
N -1.020 -2.172 1.431 -0.379
C -1.231 -2.670 2.664 -0.297
N -1.595 -2.022 3.767 -0.259
C -1.821 -0.720 3.804 -0.745
N -1.620 0.202 2.836 -0.302
C -2.128 1.379 3.254 -0.204
N -2.326 2.489 2.558 -0.323
C -2.603 1.258 4.637 0.047
C -3.156 2.155 5.536 0.004
C -3.521 1.679 6.787 -0.743
C -3.368 0.331 7.120 -0.624
C -2.821 -0.571 6.219 -0.202
C -2.424 -0.089 4.982 0.190
C -1.172 -4.128 2.632 0.116
C -1.295 -5.102 3.611 -0.145
C -1.241 -6.430 3.217 -0.730
C -1.081 -6.775 1.871 -0.791
C -0.963 -5.801 0.891 0.067
C -1.001 -4.469 1.281 -0.005
N -1.176 -0.746 -1.031 -0.275
C -2.439 3.456 -0.848 0.182
C -2.785 4.377 -1.824 0.346
H -3.503 6.366 -2.162 0.401
H -3.646 6.950 0.223 0.385
H -3.034 5.279 1.970 0.591
H -2.752 0.545 -4.708 0.468
H -3.128 -1.304 -6.303 0.414
H -2.578 -3.626 -5.693 0.399
H -1.602 -4.146 -3.460 0.540
H -3.292 3.194 5.264 0.569
H -3.939 2.362 7.517 0.393
H -3.685 -0.015 8.098 0.387
H -2.702 -1.619 6.462 0.567
H -1.437 -4.820 4.647 0.531
H -1.335 -7.215 3.959 0.388
H -1.054 -7.823 1.593 0.387
H -0.853 -6.067 -0.154 0.485
H -2.699 4.141 -2.877 0.510
C 1.795 -4.644 -1.977 -1.128
C 2.218 -3.380 -1.245 0.695
O 2.354 -2.312 -1.804 -0.483
N 2.491 -3.579 0.078 0.056
C 2.927 -2.513 0.980 -0.195
C 2.326 -2.576 2.365 0.275
C 2.699 -3.590 3.243 -0.528
C 2.259 -3.552 4.556 -0.933
C 1.485 -2.482 4.966 -1.380
C 1.152 -1.522 4.026 -0.655
N 1.533 -1.575 2.755 1.030
H 1.947 -4.499 -3.044 0.377
H 0.731 -4.788 -1.797 -0.045
H 2.353 -5.515 -1.628 0.406
H 2.286 -4.478 0.481 0.312
H 2.702 -1.534 0.533 -0.584
H 4.015 -2.587 1.088 0.502
H 3.349 -4.387 2.899 0.474
H 2.544 -4.329 5.255 0.408
H 1.160 -2.374 5.992 0.518
H 0.568 -0.657 4.312 0.970
O 3.386 2.071 -0.292 -0.515
N 3.268 0.888 -0.021 0.247
O 2.081 0.434 0.022 -0.984
Cl 3.765 0.257 3.696 -0.215
C 2.589 1.523 3.977 0.062
C 1.735 1.902 2.939 -0.311
C 1.112 3.124 3.186 0.402
Cl 0.375 3.938 1.843 -0.081
C 1.131 3.799 4.405 -0.066
Cl 0.219 5.254 4.653 -0.235
C 1.896 3.291 5.448 0.284
Cl 1.923 4.079 6.988 -0.259
C 2.677 2.166 5.214 -0.166
Cl 3.739 1.600 6.466 -0.240
C 1.422 3.245 -2.526 -1.234
P 0.975 1.686 -3.402 1.674
C 2.603 1.126 -4.034 0.158
C 2.591 0.185 -5.068 -0.519
C 3.766 -0.369 -5.541 -0.780
C 4.981 -0.011 -4.969 -0.410
C 5.002 0.900 -3.925 -0.666
C 3.822 1.468 -3.459 -0.508
C 0.322 2.489 -4.943 -0.099
C 1.075 2.822 -6.068 -0.569
C 0.476 3.414 -7.172 -0.697
C -0.883 3.691 -7.171 -0.617
C -1.641 3.380 -6.050 -0.552
C -1.044 2.782 -4.951 0.159
H 2.009 2.983 -1.644 0.181
H 0.499 3.722 -2.191 0.291
H 1.977 3.925 -3.174 0.501
H 1.639 -0.106 -5.500 0.530
H 3.739 -1.091 -6.350 0.369
H 5.903 -0.459 -5.322 0.339
H 5.943 1.167 -3.460 0.386
H 3.859 2.157 -2.628 0.333
H 2.138 2.616 -6.087 0.407
H 1.077 3.666 -8.038 0.397
H -1.348 4.146 -8.038 0.347
H -2.703 3.597 -6.040 0.433
H -1.621 2.512 -4.074 0.114

=====

Entry 3:
113
Properties=species:S:1:pos:R:3:mulliken_spin:R:1 method="wB97M-V/def2-TZVPD" spin_multiplicity=2 s2=0.77 homo_lumo_gap_ev="6.459 / 6.889" total_charge=+1
Tc -0.266 0.560 0.096 0.979
O 2.849 -0.169 -0.064 -0.127
C 3.689 -1.283 -0.122 0.012
C 4.699 -1.276 -1.076 0.003
C 5.580 -2.337 -1.166 0.001
C 5.463 -3.403 -0.286 0.000
C 4.449 -3.402 0.655 -0.001
C 3.524 -2.354 0.749 0.005
P 2.149 -2.752 1.895 0.001
C 1.257 -1.184 2.179 0.021
C 1.927 -0.101 2.730 0.013
C 1.249 1.068 3.079 0.030
C -0.129 1.141 2.952 -0.071
C -0.833 0.035 2.456 -0.009
C -0.137 -1.096 2.038 0.055
C 1.032 -3.659 0.751 -0.002
C 0.061 -4.481 1.332 -0.002
C -0.761 -5.272 0.539 0.001
C -0.606 -5.273 -0.841 -0.002
C 0.372 -4.483 -1.426 -0.003
C 1.183 -3.677 -0.637 0.018
C 3.472 1.024 0.248 0.022
C 4.672 1.069 0.950 0.001
C 5.280 2.285 1.203 0.002
C 4.705 3.464 0.752 0.001
C 3.494 3.416 0.088 0.001
C 2.844 2.202 -0.154 0.018
P 1.210 2.161 -0.961 -0.066
C 1.565 1.992 -2.725 0.014
C 2.848 1.696 -3.178 0.000
C 3.096 1.581 -4.539 0.000
C 2.071 1.789 -5.452 -0.001
C 0.790 2.078 -5.001 0.000
C 0.528 2.154 -3.643 -0.009
C 0.625 3.868 -0.710 0.017
C 0.355 4.748 -1.747 -0.004
C -0.168 6.008 -1.470 0.004
C -0.400 6.397 -0.163 -0.002
C -0.101 5.527 0.883 -0.007
C 0.401 4.271 0.609 0.000
H 4.790 -0.422 -1.737 0.000
H 6.362 -2.327 -1.915 0.000
H 6.156 -4.233 -0.333 0.000
H 4.350 -4.241 1.334 0.000
H 3.000 -0.151 2.883 -0.006
H 1.806 1.908 3.480 0.007
H -0.675 2.027 3.253 0.000
H -1.913 0.039 2.428 0.001
H -0.692 -1.939 1.652 0.012
H -0.033 -4.519 2.412 0.000
H -1.514 -5.900 1.001 0.000
H -1.242 -5.896 -1.457 0.000
H 0.514 -4.492 -2.501 0.000
H 1.951 -3.081 -1.114 -0.005
H 5.139 0.150 1.282 0.000
H 6.215 2.306 1.750 0.000
H 5.192 4.416 0.923 0.000
H 3.034 4.337 -0.244 0.000
H 3.660 1.572 -2.472 0.000
H 4.095 1.347 -4.884 0.000
H 2.269 1.722 -6.514 0.000
H -0.014 2.237 -5.710 0.000
H -0.487 2.337 -3.301 -0.003
H 0.549 4.468 -2.775 -0.001
H -0.386 6.686 -2.287 0.000
H -0.808 7.378 0.048 0.000
H -0.268 5.831 1.909 0.000
H 0.622 3.593 1.426 -0.005
C -0.479 -0.623 -1.211 -0.017
Ge -1.675 -1.209 -2.692 -0.002
C -2.643 0.174 -3.668 -0.014
C -2.151 0.645 -4.884 0.002
C -2.872 1.565 -5.633 0.001
C -4.104 2.016 -5.176 0.002
C -4.620 1.528 -3.981 -0.001
C -3.896 0.608 -3.237 0.018
C -0.447 -2.139 -3.888 0.006
C -0.835 -3.332 -4.499 0.002
C 0.036 -4.013 -5.338 0.000
C 1.313 -3.513 -5.567 0.000
C 1.711 -2.327 -4.962 0.000
C 0.832 -1.642 -4.131 -0.005
C -3.007 -2.396 -1.891 0.027
C -2.957 -2.759 -0.550 -0.010
C -3.929 -3.580 0.005 -0.002
C -4.965 -4.060 -0.785 0.000
C -5.028 -3.708 -2.129 0.000
C -4.060 -2.876 -2.672 0.001
H 0.348 -1.344 -0.998 0.017
H -1.207 0.267 -5.263 0.000
H -2.484 1.918 -6.583 0.000
H -4.671 2.730 -5.760 0.000
H -5.592 1.860 -3.633 0.000
H -4.315 0.219 -2.314 0.010
H -1.822 -3.743 -4.312 0.000
H -0.277 -4.938 -5.806 0.000
H 1.996 -4.046 -6.216 0.000
H 2.705 -1.932 -5.138 0.000
H 1.163 -0.718 -3.655 0.000
H -2.154 -2.388 0.079 0.011
H -3.880 -3.844 1.055 0.000
H -5.724 -4.701 -0.356 0.000
H -5.838 -4.072 -2.749 0.000
H -4.139 -2.586 -3.717 0.000
Te -2.338 2.030 -0.271 0.041
C -3.443 1.732 1.490 -0.001
C -3.435 2.516 2.610 0.003
C -4.296 2.035 3.632 0.003
C -4.948 0.895 3.270 -0.005
S -4.516 0.402 1.689 0.001
H -2.839 3.417 2.690 -0.002
H -4.431 2.519 4.591 0.000
H -5.661 0.330 3.852 0.000

=====

Entry 4:
115
Properties=species:S:1:pos:R:3:mulliken_charge:R:1 method="wB97M-V/def2-TZVPD" spin_multiplicity=1 homo_lumo_gap_ev=5.683 total_charge=-1
Zn -0.735 -2.518 0.904 -0.348
C 4.858 5.676 0.377 -2.517
C 4.134 4.382 0.880 2.424
C 4.543 4.097 2.353 -1.696
C 4.425 3.172 0.030 0.457
C 5.499 3.104 -0.823 -0.045
C 5.802 1.917 -1.491 -1.231
C 4.991 0.826 -1.333 -0.151
C 3.895 0.858 -0.481 -0.608
P 2.679 -0.535 -0.250 1.607
C 3.093 -0.982 1.461 0.504
C 4.403 -1.124 1.960 -0.218
C 4.636 -1.425 3.261 -0.687
C 3.571 -1.632 4.128 -0.662
C 2.277 -1.411 3.663 -1.025
C 2.020 -1.158 2.321 0.078
C 3.426 -1.921 -1.200 0.422
C 3.740 -3.107 -0.546 -0.884
C 4.153 -4.234 -1.209 -0.623
C 4.255 -4.235 -2.571 -0.606
C 3.952 -3.010 -3.271 -0.755
C 3.475 -1.897 -2.624 -0.460
C 3.586 2.087 0.131 -0.672
O 2.446 2.157 0.917 0.036
C 1.831 3.404 1.011 -1.247
C 0.443 3.432 1.242 0.072
C -0.090 4.700 1.432 0.118
C 0.670 5.891 1.311 -1.400
C 2.030 5.810 1.069 -0.026
C 2.617 4.571 0.958 0.441
P -0.390 1.749 1.210 0.869
C -1.052 1.880 -0.527 0.556
C -1.884 2.913 -0.899 -0.084
C -2.273 2.991 -2.248 -1.080
C -1.880 2.034 -3.171 -0.811
C -1.067 0.979 -2.761 -0.575
C -0.677 0.870 -1.435 -0.126
C -1.932 2.157 2.195 0.304
C -1.734 2.700 3.456 -0.736
C -2.763 2.924 4.346 -0.754
C -4.016 2.495 4.020 -0.549
C -4.260 1.917 2.778 -0.716
C -3.226 1.786 1.849 -0.350
H 5.906 5.491 0.462 0.587
H 4.589 6.496 1.061 0.572
H 4.632 5.943 -0.652 0.369
H 5.619 4.084 2.534 0.405
H 4.123 3.172 2.706 0.396
H 4.156 4.922 2.997 0.355
H 6.103 3.954 -1.075 0.408
H 6.610 1.910 -2.239 0.324
H 5.169 -0.087 -1.910 0.382
H 5.277 -0.888 1.330 0.359
H 5.645 -1.488 3.603 0.461
H 3.693 -1.874 5.202 0.320
H 1.451 -1.441 4.355 0.435
H 0.990 -1.040 2.001 0.054
H 3.586 -3.171 0.527 0.413
H 4.354 -5.148 -0.668 0.407
H 4.553 -5.110 -3.095 0.451
H 3.964 -3.020 -4.333 0.415
H 3.160 -1.013 -3.166 0.590
H -1.126 4.836 1.746 0.443
H 0.213 6.872 1.440 0.393
H 2.630 6.728 0.999 0.183
H -2.178 3.630 -0.144 0.381
H -2.866 3.834 -2.589 0.388
H -2.092 2.174 -4.218 0.379
H -0.712 0.225 -3.467 0.660
H -0.031 0.025 -1.118 0.234
H -0.762 3.066 3.719 0.475
H -2.577 3.453 5.257 0.422
H -4.844 2.719 4.691 0.335
H -5.201 1.542 2.570 0.688
H -3.478 1.372 0.878 0.395
C -2.017 -1.099 0.801 -0.801
Ge -3.225 -1.866 -0.463 1.765
C -2.351 -1.910 -2.271 0.550
C -1.070 -2.521 -2.334 -0.191
C -0.385 -2.712 -3.520 -0.758
C -0.941 -2.233 -4.704 -0.569
C -2.211 -1.712 -4.696 -0.728
C -2.904 -1.572 -3.491 -0.462
C -4.966 -0.970 -0.660 -0.352
C -6.173 -1.529 -0.236 -0.482
C -7.374 -0.777 -0.306 -0.578
C -7.377 0.540 -0.745 -0.787
C -6.165 1.082 -1.181 -0.325
C -4.982 0.368 -1.116 0.215
C -3.581 -3.904 -0.216 -0.463
C -3.945 -4.384 1.018 -0.143
C -3.813 -5.724 1.348 -0.837
C -3.308 -6.610 0.405 -0.425
C -3.013 -6.181 -0.877 -0.803
C -3.166 -4.819 -1.174 0.202
H -2.585 -0.906 1.723 1.300
H -0.552 -2.897 -1.488 -0.051
H 0.577 -3.228 -3.534 0.454
H -0.393 -2.212 -5.658 0.273
H -2.627 -1.304 -5.580 0.399
H -3.853 -1.055 -3.473 0.309
H -6.203 -2.546 0.121 0.362
H -8.285 -1.239 0.003 0.421
H -8.253 1.118 -0.824 0.457
H -6.167 2.095 -1.595 0.374
H -4.079 0.859 -1.455 -0.018
H -4.327 -3.665 1.755 0.312
H -4.043 -6.124 2.330 0.380
H -3.231 -7.643 0.678 0.382
H -2.707 -6.856 -1.693 0.363
H -2.978 -4.463 -2.210 0.242
Cl 1.381 -4.556 2.193 -0.262
C 0.417 -4.143 0.755 -0.499
H -0.275 -5.037 0.613 0.220
H 1.123 -4.122 -0.067 0.225